ORCA calculation (ωB97M-V with the def2-TZVPD basis set) on C60H120F20N10NaO16S8 as an isolated structure in a non-equilibrium geometry.

Last column: Löwdin charge in e.
Positions of all 235 atoms, in Å:
Na -1.325 -5.065 4.357  0.91
C -2.448 5.923 8.887  -0.07
C -1.475 5.900 10.150  -0.20
C -0.628 7.158 10.094  -0.17
N 0.362 7.317 11.229  -0.25
C -0.356 7.727 12.617  -0.05
C 0.511 8.375 13.707  -0.11
C 1.406 9.583 13.120  -0.15
C 2.113 9.209 11.865  -0.19
C 1.219 8.539 10.783  -0.12
C 1.270 6.104 11.405  0.05
H -2.912 4.985 8.581  0.08
H -1.828 6.254 8.054  0.07
H -3.247 6.651 9.028  0.07
H -0.882 5.036 9.851  0.11
H -2.080 5.815 11.053  0.12
H -1.232 8.062 10.170  0.13
H -0.052 7.278 9.177  0.13
H -1.077 8.475 12.289  0.13
H -0.951 6.838 12.827  0.13
H -0.116 8.719 14.530  0.12
H 1.137 7.645 14.221  0.11
H 0.780 10.421 12.816  0.12
H 2.191 9.893 13.810  0.12
H 2.438 10.029 11.224  0.13
H 2.900 8.472 12.028  0.12
H 0.427 9.280 10.675  0.12
H 1.652 8.421 9.789  0.13
H 1.901 6.277 12.277  0.11
H 1.816 5.957 10.473  0.12
H 0.543 5.303 11.533  0.10
C -9.410 -2.390 -6.415  -0.08
C -9.369 -1.961 -4.972  -0.24
C -10.715 -1.378 -4.438  -0.11
N -10.715 -0.765 -2.995  -0.21
C -10.295 -2.008 -2.097  -0.12
C -10.447 -1.737 -0.645  -0.16
C -11.894 -1.105 -0.323  -0.15
C -12.267 0.177 -1.138  -0.14
C -12.122 -0.254 -2.636  -0.10
C -9.647 0.337 -2.776  0.05
H -9.900 -3.363 -6.459  0.09
H -8.389 -2.692 -6.649  0.09
H -9.753 -1.611 -7.095  0.09
H -8.747 -1.068 -4.931  0.10
H -9.031 -2.757 -4.308  0.11
H -11.474 -2.160 -4.414  0.13
H -11.038 -0.539 -5.054  0.13
H -10.998 -2.806 -2.338  0.14
H -9.293 -2.401 -2.271  0.13
H -10.166 -2.562 0.010  0.13
H -9.724 -1.012 -0.271  0.11
H -12.622 -1.902 -0.479  0.11
H -11.860 -0.903 0.747  0.11
H -13.287 0.466 -0.887  0.12
H -11.653 1.024 -0.834  0.10
H -12.862 -0.980 -2.974  0.13
H -12.388 0.589 -3.273  0.13
H -9.910 0.742 -1.799  0.09
H -9.577 0.970 -3.662  0.11
H -8.663 -0.131 -2.816  0.10
C 3.546 -10.594 -5.847  -0.09
C 4.513 -11.772 -6.113  -0.22
C 4.237 -12.260 -7.581  -0.07
N 4.875 -13.712 -7.981  -0.18
C 4.567 -14.132 -9.510  -0.06
C 5.324 -13.193 -10.519  -0.14
C 6.823 -13.466 -10.255  -0.17
C 7.186 -13.083 -8.802  -0.19
C 6.435 -13.774 -7.661  -0.06
C 4.119 -14.787 -7.130  0.01
H 3.413 -9.952 -6.718  0.08
H 4.013 -10.002 -5.060  0.08
H 2.552 -10.938 -5.561  0.08
H 4.134 -12.539 -5.437  0.10
H 5.546 -11.460 -5.961  0.11
H 4.868 -11.604 -8.182  0.11
H 3.188 -12.199 -7.870  0.14
H 3.492 -14.176 -9.682  0.13
H 5.022 -15.115 -9.628  0.12
H 5.000 -12.168 -10.341  0.10
H 4.899 -13.398 -11.501  0.12
H 7.477 -13.051 -11.022  0.12
H 7.071 -14.526 -10.300  0.11
H 7.286 -12.003 -8.696  0.11
H 8.264 -13.244 -8.772  0.12
H 6.664 -13.251 -6.733  0.12
H 6.812 -14.797 -7.691  0.13
H 3.088 -14.942 -7.450  0.10
H 3.853 -14.563 -6.097  0.09
H 4.763 -15.664 -7.180  0.10
C -4.498 9.532 1.394  -0.09
C -4.638 10.902 2.032  -0.25
C -3.913 11.119 3.363  -0.07
N -4.284 12.549 4.042  -0.19
C -4.077 13.736 3.051  -0.08
C -4.563 15.066 3.737  -0.15
C -5.980 14.989 4.194  -0.21
C -6.079 13.968 5.235  -0.18
C -5.761 12.566 4.603  -0.06
C -3.307 12.705 5.299  0.03
H -5.027 9.553 0.442  0.09
H -4.946 8.679 1.903  0.08
H -3.460 9.234 1.247  0.08
H -5.655 11.291 1.979  0.11
H -4.278 11.596 1.272  0.10
H -2.840 11.171 3.177  0.13
H -4.083 10.370 4.136  0.13
H -4.672 13.542 2.159  0.11
H -3.068 13.655 2.645  0.13
H -4.487 15.904 3.044  0.13
H -3.777 15.151 4.487  0.11
H -6.595 14.657 3.357  0.14
H -6.239 15.949 4.641  0.14
H -7.096 14.047 5.620  0.13
H -5.486 14.132 6.135  0.11
H -6.448 12.397 3.773  0.12
H -5.912 11.701 5.248  0.13
H -2.295 12.750 4.898  0.10
H -3.557 11.842 5.916  0.10
H -3.349 13.586 5.940  0.09
C 7.071 1.602 4.138  -0.08
C 7.760 0.776 3.008  -0.21
C 7.525 -0.756 3.169  -0.12
N 8.342 -1.685 2.222  -0.23
C 7.824 -1.452 0.775  -0.09
C 8.421 -2.410 -0.307  -0.17
C 8.187 -3.862 0.086  -0.20
C 8.583 -4.157 1.526  -0.15
C 8.051 -3.164 2.585  -0.06
C 9.840 -1.330 2.438  0.05
H 7.457 1.324 5.118  0.08
H 6.044 1.238 4.160  0.07
H 6.999 2.684 4.020  0.08
H 8.821 0.951 3.188  0.09
H 7.525 1.049 1.979  0.10
H 6.489 -0.995 2.931  0.13
H 7.702 -1.105 4.187  0.14
H 6.743 -1.440 0.637  0.14
H 8.178 -0.474 0.451  0.12
H 8.033 -2.241 -1.311  0.13
H 9.508 -2.334 -0.338  0.11
H 7.101 -3.919 0.011  0.12
H 8.516 -4.496 -0.737  0.13
H 8.389 -5.172 1.871  0.13
H 9.671 -4.208 1.500  0.11
H 6.965 -3.243 2.650  0.14
H 8.531 -3.172 3.564  0.13
H 10.142 -1.599 3.449  0.12
H 10.081 -0.312 2.133  0.10
H 10.327 -2.007 1.736  0.09
C 0.060 3.872 -4.926  -0.09
C 1.502 3.628 -4.553  -0.23
C 2.359 3.736 -5.816  -0.11
N 3.844 3.474 -5.617  -0.27
C 4.645 3.665 -6.928  -0.06
C 4.298 2.478 -7.930  -0.15
C 4.482 1.102 -7.334  -0.19
C 3.736 0.970 -6.010  -0.15
C 4.128 2.073 -5.043  -0.11
C 4.425 4.463 -4.577  0.02
H -0.511 3.179 -4.308  0.08
H -0.145 3.499 -5.929  0.08
H -0.348 4.878 -4.828  0.09
H 1.671 2.799 -3.865  0.12
H 1.716 4.457 -3.879  0.10
H 2.482 4.720 -6.270  0.14
H 2.050 2.980 -6.537  0.12
H 4.544 4.671 -7.336  0.14
H 5.648 3.480 -6.545  0.12
H 3.279 2.614 -8.292  0.12
H 4.884 2.657 -8.831  0.13
H 4.402 0.334 -8.103  0.13
H 5.553 0.992 -7.167  0.11
H 2.666 0.875 -6.193  0.13
H 4.038 0.014 -5.583  0.13
H 3.672 1.986 -4.057  0.13
H 5.211 2.003 -4.948  0.13
H 4.033 4.153 -3.608  0.10
H 4.138 5.459 -4.915  0.11
H 5.508 4.386 -4.487  0.10
N -5.399 -6.119 6.105  -0.26
S -6.282 -4.844 6.754  0.50
O -6.188 -4.664 8.171  -0.28
O -7.453 -4.292 6.075  -0.29
F -5.255 -3.734 6.389  -0.22
S -6.558 -7.010 6.329  0.36
O -7.665 -6.948 5.392  -0.30
O -6.794 -7.376 7.718  -0.27
F -5.802 -8.246 5.655  -0.22
C -1.765 0.391 1.705  -0.73
F -2.602 -0.045 2.614  0.16
F -2.354 0.220 0.582  0.19
F -1.457 1.651 1.938  0.15
S -0.066 -0.588 1.842  0.72
O 0.940 0.105 1.000  -0.35
O 0.374 -0.520 3.302  -0.37
N -0.429 -2.143 1.358  -0.34
S -0.247 -2.421 -0.123  0.53
O -0.467 -1.387 -1.072  -0.31
O 0.924 -3.290 -0.341  -0.34
C -1.767 -3.670 -0.544  -0.58
F -2.115 -4.365 0.522  0.11
F -2.795 -2.883 -0.892  0.11
F -1.451 -4.575 -1.556  0.08
C 2.617 -5.303 8.972  -0.63
F 3.163 -4.168 9.416  0.13
F 2.875 -6.270 9.926  0.10
F 1.320 -5.059 8.793  0.12
S 3.369 -5.888 7.348  0.75
O 3.604 -4.649 6.610  -0.34
O 4.602 -6.573 7.885  -0.34
N 2.123 -6.934 6.584  -0.32
S 2.932 -8.124 6.140  0.54
O 4.254 -7.791 5.492  -0.38
O 2.988 -9.233 7.103  -0.33
C 1.760 -8.848 4.634  -0.63
F 0.587 -9.169 5.191  0.11
F 1.626 -7.902 3.688  0.10
F 2.306 -9.957 4.163  0.14
C 0.941 -2.811 -14.347  -0.71
F 0.210 -3.911 -14.303  0.13
F 2.225 -3.020 -14.169  0.16
F 0.692 -2.314 -15.517  0.17
S 0.247 -1.579 -12.974  0.73
O 1.434 -0.801 -12.550  -0.37
O -0.828 -0.816 -13.683  -0.33
N -0.092 -2.689 -11.648  -0.31
S -1.271 -1.929 -11.014  0.56
O -0.815 -0.645 -10.334  -0.39
O -2.538 -1.884 -11.785  -0.35
C -1.660 -3.132 -9.505  -0.72
F -0.577 -3.333 -8.883  0.19
F -2.536 -2.370 -8.737  0.06
F -2.179 -4.212 -9.962  0.18

Properties
- E: -9453.14640 hartree
- Net charge: +3